Computed, not measured: C35H61CrF9NO25 as an isolated structure in a non-equilibrium geometry, with ωB97M-V/def2-TZVPD.

Kohn-Sham gap (spin up / spin down) = 6.1 / 7.1 eV
HOMO (spin up / spin down) = -7.73 / -12.62 eV
E_LUMO (spin up / spin down) = -1.7 / -5.5 eV
⟨S²⟩ = 20.01

```
! RIJCOSX wB97M-V def2-TZVPD def2/J DEFGRID3
* xyz 1 9
Cr 1.503 2.191 2.061
C -0.371 -1.478 0.393
C -0.377 0.018 -0.039
C -1.855 0.393 -0.152
O 0.400 0.886 0.697
H 0.627 -1.897 0.264
H -1.010 -2.129 -0.204
H -0.645 -1.518 1.447
H -0.209 0.061 -1.115
H -2.433 -0.244 -0.820
H -1.993 1.420 -0.490
H -2.227 0.291 0.868
C -0.316 -5.101 1.607
C -1.467 -5.923 1.055
O -2.642 -5.104 1.059
C -2.885 -4.493 -0.149
O -2.183 -4.715 -1.117
C -4.040 -3.520 -0.168
F -5.139 -4.147 -0.597
F -4.194 -3.000 1.085
F -3.926 -2.442 -0.996
H 0.220 -4.383 0.986
H 0.513 -5.766 1.847
H -0.550 -4.635 2.564
H -1.630 -6.705 1.797
H -1.140 -6.467 0.169
C -3.380 1.273 -7.532
C -4.376 0.174 -7.243
O -4.261 -0.299 -5.864
C -3.339 -1.282 -5.600
O -2.741 -1.928 -6.412
C -3.236 -1.561 -4.066
F -1.939 -1.701 -3.690
F -3.904 -0.625 -3.372
F -3.808 -2.771 -3.844
H -3.382 1.535 -8.590
H -2.387 0.927 -7.243
H -3.670 2.205 -7.047
H -4.273 -0.597 -8.006
H -5.399 0.506 -7.424
C -3.663 1.076 7.290
C -4.852 0.156 6.833
O -4.683 -0.149 5.489
C -5.227 0.464 4.426
O -5.694 1.550 4.510
C -5.087 -0.383 3.132
F -4.478 0.410 2.210
F -4.278 -1.403 3.376
F -6.340 -0.722 2.737
H -2.783 0.447 7.160
H -3.793 1.228 8.362
H -3.610 2.035 6.773
H -5.778 0.699 7.023
H -4.873 -0.745 7.447
C 3.194 0.720 -6.746
O 2.558 1.371 -5.599
C 1.260 1.281 -5.466
O 0.447 0.736 -6.212
O 0.857 1.793 -4.266
C -0.533 1.694 -3.848
H 2.785 1.304 -7.570
H 3.004 -0.346 -6.868
H 4.279 0.832 -6.748
H -0.705 1.877 -2.787
H -0.895 0.675 -3.986
H -1.168 2.378 -4.411
C -1.401 -0.041 4.365
O -1.909 1.276 4.591
C -1.292 2.399 4.167
O -0.334 2.368 3.327
O -1.842 3.377 4.756
C -1.275 4.687 4.708
H -1.021 -0.098 3.345
H -2.085 -0.884 4.464
H -0.508 -0.236 4.957
H -0.311 4.743 5.213
H -1.943 5.487 5.027
H -1.119 5.002 3.676
C 4.183 1.158 4.812
O 3.482 -0.057 4.865
C 2.453 -0.268 4.100
O 2.048 0.523 3.290
O 2.024 -1.615 4.316
C 1.104 -2.300 3.494
H 3.472 1.894 5.189
H 4.481 1.393 3.791
H 5.019 1.082 5.508
H 1.466 -2.247 2.468
H 0.123 -1.826 3.548
H 0.988 -3.331 3.827
C 2.405 5.158 -1.216
O 1.026 5.483 -0.987
C 0.318 4.669 -0.041
O 0.750 3.789 0.739
O -0.979 4.984 -0.154
C -1.967 4.368 0.642
H 2.990 5.455 -0.345
H 2.766 5.838 -1.987
H 2.641 4.128 -1.483
H -2.958 4.496 0.207
H -2.045 4.871 1.606
H -1.936 3.283 0.746
C 3.195 1.578 -1.562
O 4.406 2.057 -1.005
C 4.483 2.292 0.286
O 3.529 2.211 1.089
O 5.696 2.558 0.589
C 5.950 3.220 1.821
H 2.270 1.972 -1.142
H 3.033 0.553 -1.228
H 3.122 1.786 -2.629
H 5.479 4.192 1.970
H 7.033 3.308 1.904
H 5.537 2.630 2.639
C 1.737 -1.506 -3.121
O 2.821 -2.399 -2.856
C 3.974 -2.363 -3.603
O 4.251 -1.582 -4.527
O 4.807 -3.308 -3.090
C 6.069 -3.529 -3.717
H 1.139 -1.339 -2.225
H 1.112 -1.866 -3.939
H 2.093 -0.516 -3.408
H 6.789 -4.050 -3.085
H 6.556 -2.681 -4.198
H 5.847 -4.230 -4.522
C 3.006 -3.959 -0.211
C 3.197 -4.291 1.196
N 3.257 -4.484 2.351
H 2.395 -3.060 -0.284
H 2.529 -4.785 -0.739
H 3.991 -3.840 -0.663
*
```



Computed, not measured: C35H62BBrCaCl2CsFLiMgN3O10 as an isolated structure in a non-equilibrium geometry, with ωB97M-V/def2-TZVPD.

Kohn-Sham gap = 0.8 eV
HOMO = -10.37 eV
E_LUMO = -9.6 eV

```
! RIJCOSX wB97M-V def2-TZVPD def2/J DEFGRID3
* xyz 2 1
C -3.769 8.472 2.870
C -2.896 7.552 1.941
C -3.474 6.078 1.783
C -2.376 5.236 1.034
C -2.968 4.154 0.005
C -4.295 3.505 0.523
C -4.389 2.889 1.964
O -5.340 2.153 2.173
Cl -3.283 3.150 3.382
O -1.846 3.386 -0.429
C -1.944 2.039 -0.845
C -2.875 1.703 -2.056
C -2.277 0.573 -2.957
C -3.167 -0.522 -3.399
C -2.589 -1.584 -4.267
C -1.155 -1.572 -4.747
C -0.685 -2.714 -5.685
C -0.322 -0.487 -4.300
C -0.918 0.535 -3.435
C -2.054 0.965 0.319
C -0.738 0.082 0.405
C 0.514 0.970 0.832
C 0.523 1.044 2.425
C 1.657 0.130 3.061
C 1.014 -1.249 3.508
C 2.023 -2.104 4.368
C 1.691 -3.645 4.129
C 0.654 -4.084 5.258
O -0.659 -3.457 5.108
C -1.454 -4.448 4.404
N -3.309 0.203 0.307
C -3.251 -1.132 -0.289
C -3.036 -2.284 0.703
N -2.736 -2.162 1.947
B -3.407 5.097 -1.273
O -2.550 6.036 -1.874
O -4.672 4.957 -1.873
H -3.074 9.134 3.446
H -4.375 7.829 3.545
H -4.403 9.109 2.202
H -1.808 7.547 2.196
H -2.956 8.006 0.855
H -3.670 5.748 2.837
H -4.437 6.201 1.234
H -1.711 4.645 1.724
H -1.695 5.957 0.526
H -5.070 4.322 0.521
H -4.738 2.734 -0.157
H -0.918 1.808 -1.245
H -3.035 2.570 -2.754
H -3.897 1.347 -1.789
H -4.235 -0.605 -3.120
H -3.247 -2.426 -4.582
H -0.635 -3.664 -5.115
H -1.494 -2.833 -6.459
H 0.257 -2.466 -6.232
H 0.747 -0.403 -4.600
H -0.253 1.375 -3.124
H -2.002 1.586 1.260
H -0.548 -0.339 -0.613
H -0.809 -0.719 1.172
H 0.491 1.981 0.369
H 1.430 0.390 0.560
H 0.625 2.100 2.776
H -0.446 0.671 2.864
H 2.055 0.659 3.961
H 2.491 -0.035 2.344
H 0.640 -1.799 2.602
H 0.152 -0.981 4.173
H 3.050 -1.889 3.996
H 1.955 -1.879 5.455
H 2.638 -4.229 4.194
H 1.209 -3.796 3.129
H 0.506 -5.234 5.185
H 1.069 -3.787 6.292
H -0.889 -4.909 3.526
H -2.365 -3.898 4.014
H -1.842 -5.265 5.121
H -3.766 0.137 1.210
H -4.261 -1.322 -0.757
H -2.525 -1.267 -1.133
H -3.186 -3.325 0.312
H -2.628 -1.151 2.124
H -2.644 6.845 -1.323
H -4.621 5.268 -2.793
Mg -4.353 0.916 3.984
C 5.239 -1.891 -5.944
C 4.714 -3.264 -5.571
C 3.426 -2.923 -4.845
O 2.932 -1.706 -5.426
C 3.957 -1.138 -6.256
H 5.940 -1.899 -6.779
H 5.738 -1.438 -5.083
H 4.491 -3.834 -6.478
H 5.402 -3.846 -4.963
H 3.607 -2.737 -3.780
H 2.671 -3.705 -4.938
H 3.659 -1.277 -7.300
H 4.039 -0.068 -6.057
C 8.497 -3.413 -1.473
C 7.607 -2.705 -2.486
O 7.126 -3.302 -3.405
C 7.363 -1.232 -2.281
H 8.585 -4.464 -1.741
H 9.491 -2.964 -1.477
H 8.043 -3.337 -0.470
H 8.310 -0.690 -2.318
H 6.873 -1.068 -1.320
H 6.716 -0.860 -3.074
N 2.572 -4.573 8.451
O 2.740 -3.361 8.632
O 2.197 -5.305 9.375
O 2.769 -5.067 7.301
Br -3.238 9.065 -0.636
F -1.418 -2.877 -2.995
Cs 0.640 -7.038 5.592
Li -2.982 -0.044 -5.784
Cl 9.524 -4.222 0.818
Ca -3.650 -2.946 3.780
*
```



Computed, not measured: a 5-piece molecular cluster, C35H63ClIN5O7Si overall in a non-equilibrium geometry, with ωB97M-V/def2-TZVPD.

Kohn-Sham gap = 8.6 eV
HOMO = -8.50 eV
E_LUMO = 0.1 eV
structure (SMILES) = C[Si](C)(CCCCCCCC[C@H]1C(=O)O[C@H](I)[C@]1(CN)CC(=O)Cl)c1ccccc1.CN(C)C=O.CN(C)C=O.CN(C)C=O.CN(C)C=O

```
! RIJCOSX wB97M-V def2-TZVPD def2/J DEFGRID3
* xyz 0 1
C -4.636 3.235 2.160
Si -5.339 2.022 0.873
C -6.996 1.302 1.551
C -5.757 2.838 -0.794
C -4.700 2.560 -1.935
C -3.677 3.763 -2.003
C -2.193 3.218 -2.075
C -1.235 3.903 -0.986
C 0.226 3.888 -1.613
C 0.987 2.564 -1.223
C 0.734 1.340 -2.176
C 1.174 1.578 -3.654
C 2.688 1.978 -3.827
O 3.516 2.167 -3.035
O 2.799 2.002 -5.236
C 2.210 0.732 -5.619
I 2.039 0.730 -7.778
C 0.914 0.428 -4.732
C 0.771 -1.046 -4.220
N 1.924 -1.916 -4.537
C -0.335 0.859 -5.586
C -1.663 1.021 -4.786
O -2.332 1.957 -5.028
Cl -2.291 -0.126 -3.561
C -4.142 0.551 0.758
C -4.547 -0.745 0.198
C -3.591 -1.847 0.173
C -2.224 -1.736 0.686
C -1.780 -0.452 1.239
C -2.763 0.657 1.260
H -4.010 2.645 2.877
H -3.950 4.007 1.720
H -5.458 3.695 2.757
H -6.760 0.705 2.463
H -7.350 0.589 0.759
H -7.732 2.116 1.728
H -6.761 2.493 -1.129
H -5.781 3.947 -0.620
H -4.220 1.561 -1.893
H -5.268 2.587 -2.904
H -3.734 4.432 -1.104
H -3.883 4.432 -2.878
H -1.784 3.462 -3.077
H -2.191 2.135 -1.833
H -1.623 4.931 -0.814
H -1.285 3.297 -0.047
H 0.752 4.763 -1.143
H 0.218 4.100 -2.707
H 0.647 2.260 -0.198
H 2.065 2.827 -1.118
H -0.331 1.036 -2.083
H 1.329 0.485 -1.753
H 0.668 2.503 -4.017
H 3.078 0.046 -5.457
H -0.122 -1.480 -4.750
H 0.557 -1.146 -3.136
H 1.906 -2.700 -3.888
H 1.769 -2.336 -5.450
H -0.107 1.870 -6.004
H -0.543 0.127 -6.403
H -5.585 -0.876 -0.176
H -3.926 -2.826 -0.226
H -1.542 -2.605 0.669
H -0.757 -0.338 1.653
H -2.428 1.618 1.707
C 1.064 -5.754 -2.169
O 0.530 -4.904 -2.846
N 2.354 -5.731 -1.767
C 2.924 -6.787 -0.954
C 3.195 -4.613 -2.163
H 0.517 -6.641 -1.815
H 3.284 -6.363 -0.014
H 3.759 -7.243 -1.490
H 2.180 -7.553 -0.737
H 2.759 -3.686 -1.784
H 3.235 -4.560 -3.252
H 4.201 -4.734 -1.765
C -1.260 -0.595 5.039
O -1.770 0.275 4.361
N 0.020 -0.591 5.459
C 0.577 -1.660 6.272
C 0.871 0.521 5.082
H -1.825 -1.480 5.372
H 0.928 -1.241 7.219
H 1.417 -2.113 5.739
H -0.173 -2.425 6.476
H 0.438 1.450 5.463
H 0.921 0.580 3.994
H 1.870 0.390 5.486
C 3.167 -3.145 3.884
O 2.761 -3.283 5.017
N 3.248 -4.134 2.967
C 3.739 -3.904 1.626
C 2.828 -5.473 3.343
H 3.508 -2.169 3.504
H 2.956 -4.167 0.910
H 4.617 -4.534 1.455
H 4.017 -2.860 1.486
H 1.780 -5.449 3.647
H 3.428 -5.815 4.188
H 2.951 -6.158 2.506
C 3.993 1.452 3.047
O 3.639 0.759 3.979
N 3.662 2.747 2.873
C 4.123 3.513 1.731
C 2.815 3.395 3.861
H 4.636 1.059 2.243
H 4.708 4.366 2.083
H 3.260 3.872 1.167
H 4.745 2.900 1.080
H 3.303 3.354 4.836
H 1.864 2.864 3.925
H 2.637 4.432 3.585
*
```



Computed, not measured: a 6-piece molecular cluster, C35H64BBrO23P3 overall in a non-equilibrium geometry, with ωB97M-V/def2-TZVPD.

Kohn-Sham gap = 6.2 eV
HOMO = -4.24 eV
E_LUMO = 1.9 eV

```
! RIJCOSX wB97M-V def2-TZVPD def2/J DEFGRID3
* xyz -1 1
C 1.137 0.259 3.044
C 0.581 0.610 1.860
P 1.583 0.672 0.224
C 1.220 2.477 -0.242
C 0.128 3.295 0.471
C -1.294 3.053 -0.086
C -2.360 2.684 0.963
C -3.283 1.624 0.334
C -4.721 1.572 0.865
C -4.992 0.519 1.953
C -4.291 -0.829 1.737
C -4.270 -1.357 0.294
O -2.901 -1.643 -0.052
C -2.536 -2.954 0.324
C 0.060 -0.112 -0.653
B 0.197 -0.188 -2.199
O 0.014 -1.437 -2.811
O 0.454 0.887 -3.067
O 2.609 0.585 -1.214
C 3.680 -0.291 -1.053
P 3.835 -1.056 -2.754
O 5.374 -1.712 -2.867
O 2.687 -2.228 -2.991
C 3.561 -1.154 0.271
C 4.533 -0.758 1.397
C 6.032 -0.650 1.004
C 6.853 -1.907 1.384
C 8.185 -2.022 0.639
C 8.082 -2.101 -0.885
P 3.381 -3.010 -0.001
O 4.806 -3.529 -0.706
Br 3.335 -3.956 2.057
O 2.248 -0.911 0.713
H 1.616 -0.694 3.218
H 1.060 0.949 3.888
H -0.487 0.843 1.890
H 2.679 1.202 1.010
H 1.004 2.547 -1.312
H 2.161 3.015 -0.118
H 0.338 4.341 0.215
H 0.157 3.287 1.559
H -1.239 2.327 -0.893
H -1.649 3.967 -0.564
H -1.955 2.372 1.925
H -3.004 3.548 1.161
H -2.778 0.661 0.347
H -3.358 1.907 -0.718
H -5.435 1.443 0.053
H -4.943 2.549 1.304
H -6.074 0.341 1.955
H -4.758 0.857 2.963
H -3.248 -0.699 2.026
H -4.689 -1.607 2.387
H -4.644 -0.653 -0.445
H -4.807 -2.305 0.213
H -2.847 -3.691 -0.423
H -1.465 -3.053 0.482
H -3.008 -3.206 1.275
H -0.869 0.312 -0.286
H 0.058 -1.145 -0.298
H 0.470 -1.379 -3.668
H 1.353 0.775 -3.422
H 4.560 0.364 -1.041
H 5.364 -2.227 -3.690
H 2.083 -2.354 -2.235
H 4.260 0.204 1.802
H 4.483 -1.448 2.234
H 6.195 -0.325 -0.022
H 6.442 0.141 1.634
H 7.081 -1.797 2.445
H 6.251 -2.812 1.305
H 8.717 -2.921 0.957
H 8.816 -1.177 0.922
H 9.097 -2.056 -1.284
H 7.659 -3.051 -1.203
H 7.528 -1.284 -1.335
H 5.381 -2.749 -0.769
C -3.601 -7.482 -0.742
C -4.999 -7.460 -1.298
O -5.719 -6.698 -0.316
C -4.824 -5.915 0.324
O -5.118 -5.033 1.066
O -3.552 -6.255 -0.008
H -2.841 -7.488 -1.520
H -3.422 -8.317 -0.061
H -5.015 -6.917 -2.244
H -5.434 -8.452 -1.410
C -2.651 -2.645 -4.179
C -3.160 -2.384 -2.781
O -4.014 -3.521 -2.558
C -3.602 -4.515 -3.366
O -3.987 -5.647 -3.287
O -2.692 -4.078 -4.259
H -1.641 -2.277 -4.337
H -3.306 -2.233 -4.951
H -2.367 -2.385 -2.033
H -3.720 -1.457 -2.696
C -7.089 5.315 3.282
C -6.187 5.926 4.331
O -4.898 5.824 3.728
C -5.068 5.754 2.380
O -4.193 5.823 1.586
O -6.382 5.589 2.071
H -8.080 5.763 3.259
H -7.189 4.233 3.395
H -6.410 6.980 4.511
H -6.213 5.392 5.277
C 3.577 2.896 6.090
C 4.237 3.550 4.896
O 4.858 2.444 4.243
C 4.192 1.315 4.606
O 4.345 0.254 4.104
O 3.320 1.576 5.617
H 2.653 3.386 6.386
H 4.243 2.838 6.956
H 3.514 4.002 4.214
H 4.976 4.298 5.176
C 1.293 3.551 -4.985
C 1.450 3.139 -6.429
O 0.408 3.875 -7.075
C 0.118 4.954 -6.302
O -0.584 5.852 -6.641
O 0.734 4.868 -5.101
H 2.237 3.579 -4.446
H 0.594 2.914 -4.440
H 2.410 3.444 -6.852
H 1.322 2.070 -6.580
*
```



Q: Which M values were calculated for the entries above? A: 1118.8 1069.7 856.4 1036.5, in g/mol.